No. 1
This record from OMol25 describes C3H5O3P in the gas phase at a distorted geometry. The level of theory is ωB97M-V with the def2-TZVPD basis set.

Computed properties:
* frontier orbital gap: 6.6 eV
* DFT total energy: -684.23217 Ha
* energy relative to the best compared isomer or geometry (same formula, charge and spin): 121.6 kcal per mole
* largest force on an atom: 3.48 eV Å⁻¹
* E_HOMO: -0.282 hartree

Cartesian coordinates (Å):
C1 -0.03 0.25 0.07
C2 0.82 0.24 -1.04
C3 -0.12 0.15 1.60
O1 -1.25 0.49 -0.28
O2 0.39 -0.90 2.28
O3 -0.93 0.82 2.36
P1 -0.22 0.60 -2.42
H1 1.89 0.01 -1.00
H2 0.71 -1.52 1.62
H3 -1.44 0.24 2.98
H4 -0.60 -0.71 -2.78
H5 0.78 0.34 -3.40

No. 2
This record from OMol25 describes a molecular structure, C4H7NO2. The level of theory is ωB97M-V with the def2-TZVPD basis set.

Computed properties:
* frontier orbital gap: 10.8 eV
* DFT total energy: -361.75037 Ha
* energy relative to the best compared isomer or geometry (same formula, charge and spin): 81.9 kcal per mole
* largest force on an atom: 0.97 eV Å⁻¹
* E_HOMO: -0.373 hartree

Cartesian coordinates (Å):
C1 -0.49 0.21 -1.54
C2 -0.30 -0.66 -0.32
C3 1.10 -0.46 0.37
N1 0.77 0.19 1.66
C4 -0.22 1.05 1.46
O1 -0.76 2.05 1.70
O2 -1.21 -0.31 0.71
H1 -0.32 1.27 -1.29
H2 -1.50 0.12 -1.93
H3 0.22 -0.06 -2.33
H4 -0.45 -1.72 -0.57
H5 1.77 0.16 -0.23
H6 1.61 -1.40 0.60
H7 -0.30 -0.53 1.66

No. 3
This record from OMol25 describes C4H7FN2O in the gas phase at a distorted geometry. The level of theory is ωB97M-V with the def2-TZVPD basis set.

Computed properties:
* SMILES: [H]/N=C\N/C(=C/F)OC
* frontier orbital gap: 9.5 eV
* DFT total energy: -441.17120 Ha
* energy relative to the best compared isomer or geometry (same formula, charge and spin): 50.2 kcal per mole
* largest force on an atom: 2.02 eV Å⁻¹
* E_HOMO: -0.321 hartree

Cartesian coordinates (Å):
C1 0.13 1.90 0.27
C2 0.71 -0.34 -0.07
C3 -1.71 -0.95 -0.05
C4 1.83 -1.05 -0.13
H1 -0.98 1.91 0.22
H2 0.54 2.84 -0.10
H3 0.42 1.72 1.34
H4 -0.23 -1.72 1.04
H5 -2.33 -1.64 0.47
H6 -1.37 0.25 -1.45
H7 1.95 -2.10 0.15
N1 -0.44 -0.87 0.56
N2 -2.11 -0.37 -1.11
O1 0.64 0.92 -0.57
F1 2.95 -0.50 -0.57

No. 4
This record from OMol25 describes 9 unconnected molecules or ions with the total composition C24H54Cl6N6O6 at a distorted geometry. The level of theory is ωB97M-V with the def2-TZVPD basis set.

Computed properties:
* SMILES: CNC(C)=O.CNC(C)=O.CNC(C)=O.CNC(C)=O.CNC(C)=O.CNC(C)=O.ClCCCl.ClCCCl.ClCCCl
* frontier orbital gap: 9.2 eV
* DFT total energy: -4488.04709 Ha
* energy relative to the best compared isomer or geometry (same formula, charge and spin): 15.9 kcal per mole
* largest force on an atom: 3.38 eV Å⁻¹
* E_HOMO: -0.333 hartree

Cartesian coordinates (Å):
C1 -13.61 -5.97 17.01
C2 -13.91 -7.16 17.89
O1 -13.28 -7.31 18.94
N1 -14.96 -7.91 17.51
C3 -15.48 -9.07 18.05
H1 -13.17 -6.42 16.13
H2 -12.77 -5.52 17.61
H3 -14.41 -5.27 16.76
H4 -15.21 -7.63 16.59
H5 -15.82 -8.89 19.02
H6 -14.61 -9.75 18.19
H7 -16.31 -9.48 17.41
C4 -3.06 -3.20 18.26
C5 -2.53 -3.98 19.45
O2 -1.36 -4.00 19.78
N2 -3.53 -4.46 20.23
C6 -3.30 -5.19 21.49
H8 -2.89 -2.13 18.39
H9 -4.08 -3.47 18.06
H10 -2.48 -3.52 17.41
H11 -4.49 -4.53 19.88
H12 -4.14 -5.81 21.61
H13 -3.31 -4.51 22.38
H14 -2.35 -5.70 21.54
C7 -8.04 -3.41 17.12
C8 -9.50 -3.02 16.93
O3 -9.99 -2.06 17.56
N3 -10.23 -3.76 16.04
C9 -9.75 -4.84 15.23
H15 -7.92 -3.52 18.19
H16 -7.42 -2.62 16.76
H17 -7.71 -4.34 16.64
H18 -11.00 -3.18 15.80
H19 -10.60 -5.44 14.92
H20 -9.27 -5.52 15.90
H21 -9.07 -4.59 14.38
C10 -8.18 -7.82 23.14
C11 -8.42 -9.27 22.69
O4 -8.06 -9.64 21.60
N4 -8.88 -10.15 23.61
C12 -9.25 -11.53 23.30
H22 -7.27 -7.41 22.72
H23 -8.03 -7.83 24.21
H24 -9.08 -7.25 22.93
H25 -9.19 -9.82 24.48
H26 -8.39 -12.17 23.18
H27 -9.75 -11.59 22.35
H28 -9.85 -11.84 24.13
C13 -3.72 -6.16 16.01
C14 -4.19 -6.63 14.68
O5 -3.65 -6.18 13.65
N5 -5.30 -7.53 14.59
C15 -5.77 -8.40 15.65
H29 -4.08 -5.06 16.05
H30 -2.67 -6.16 16.08
H31 -4.19 -6.75 16.81
H32 -5.72 -7.45 13.68
H33 -5.96 -9.37 15.26
H34 -6.75 -8.02 16.10
H35 -5.07 -8.47 16.48
C16 -9.74 -7.56 18.68
C17 -8.26 -7.26 18.48
O6 -7.87 -6.63 17.48
N6 -7.43 -7.59 19.46
C18 -6.00 -7.30 19.39
H36 -10.02 -8.45 18.12
H37 -10.36 -6.72 18.28
H38 -9.99 -7.74 19.68
H39 -7.86 -8.05 20.26
H40 -5.73 -6.39 19.95
H41 -5.75 -7.09 18.31
H42 -5.27 -8.06 19.73
Cl1 -5.38 -11.55 17.98
C19 -6.67 -11.57 19.21
C20 -6.13 -11.87 20.60
Cl2 -4.71 -10.99 21.10
H43 -7.35 -12.37 18.98
H44 -7.10 -10.55 19.19
H45 -5.96 -12.97 20.77
H46 -6.93 -11.69 21.33
Cl3 -12.45 -8.82 14.49
C21 -11.50 -9.14 15.99
C22 -10.03 -9.40 15.72
Cl4 -9.59 -10.79 16.72
H47 -12.03 -10.02 16.45
H48 -11.73 -8.30 16.64
H49 -9.37 -8.53 15.95
H50 -9.89 -9.78 14.71
Cl5 -12.05 -8.58 23.82
C23 -12.52 -9.80 22.55
C24 -11.68 -9.54 21.31
Cl6 -12.17 -10.53 19.89
H51 -13.56 -9.60 22.36
H52 -12.49 -10.75 23.06
H53 -10.67 -9.83 21.56
H54 -11.68 -8.48 21.09